43
Properties=species:S:1:pos:R:3:forces:R:3:nbo_charge:R:1 method="wB97M-V/def2-TZVPD" charge=0 orbital_gap_ev=8.3171 multiplicity=1
C 0.4573 3.1999 -0.5469 -0.824 5.051 0.466 -0.131
C 0.4869 1.7901 -0.1447 0.795 0.478 -1.425 0.627
C 1.8132 3.8830 -0.6607 -0.968 0.704 0.585 -0.311
C 1.5180 5.4278 -0.6262 2.341 3.093 -0.825 -0.629
C 2.5582 3.5357 -2.0168 1.448 -0.198 0.898 -0.617
C -1.2403 -0.0781 0.4317 -0.739 2.457 -0.211 -0.121
C -0.7504 -0.3980 1.8102 -0.010 -0.054 5.144 0.766
C -0.7633 -1.1407 -0.5421 -1.041 3.722 -2.330 -0.440
C -1.3242 -2.4085 -0.4400 -0.229 -4.117 0.200 -0.131
C -2.4257 -2.9167 -0.9978 -3.996 0.077 -1.073 0.030
C -0.6973 -3.5615 0.2223 0.934 0.786 2.456 -0.064
C -1.6626 -4.5387 0.3733 -0.815 0.576 -2.245 0.112
C 0.6221 -3.7540 0.8349 -2.798 1.121 -2.120 -0.189
C -1.3008 -5.7213 0.9862 -0.214 -1.485 1.983 -0.238
C 0.9712 -4.8611 1.5283 0.684 -0.292 0.269 -0.239
C -0.1041 -5.8126 1.7368 1.272 -0.679 -0.148 -0.207
H -0.2488 4.5015 1.0675 -0.190 0.312 -0.354 0.377
H -0.8362 4.8654 -0.5214 -0.543 -0.191 0.379 0.377
H -0.0338 3.3562 -1.4525 -0.480 -1.156 -2.260 0.213
H 2.1384 3.5403 0.3641 1.516 0.589 -1.300 0.223
H 0.2627 5.6639 -0.1809 5.666 0.564 -1.908 0.241
H 1.8867 5.8014 -2.0425 -1.625 -0.393 4.491 0.181
H 2.4743 6.0951 0.1097 -3.238 -2.078 -2.379 0.229
H 2.4663 2.4035 -2.3377 0.450 2.377 0.785 0.243
H 3.6774 3.9067 -1.8348 -2.218 -1.207 -0.772 0.227
H 2.1336 4.2408 -2.8100 0.450 -1.339 0.968 0.211
H -1.3055 2.2308 0.5802 1.816 -3.115 -2.170 0.438
H -2.4296 0.1384 0.3703 2.979 -0.980 0.388 0.258
H -0.9883 -0.6462 -1.4919 -0.002 -0.339 -0.419 0.223
H 0.2391 -1.3403 -0.5752 2.878 0.611 0.315 0.234
H -3.0895 -2.5285 -1.8401 0.913 -0.091 1.625 0.210
H -3.6882 -4.6057 -0.3890 -0.523 0.018 -0.496 0.418
H 1.2554 -2.9542 0.5804 1.304 0.589 0.132 0.202
H -2.0179 -6.5639 0.9591 0.509 0.484 0.454 0.215
H 2.1334 -4.8922 1.7686 -2.929 -0.595 0.192 0.236
H 0.1290 -6.6485 2.4668 -0.652 0.714 -1.435 0.221
H 1.1579 -0.5043 1.0370 -1.817 -0.812 2.046 0.518
N -0.5628 4.1786 0.1578 -0.282 -4.449 1.011 -0.844
N -0.6716 1.3574 0.0777 -9.557 0.107 4.637 -0.586
N -2.8198 -4.1271 -0.4262 3.958 -0.800 1.196 -0.562
O 1.3843 1.0277 -0.3256 4.163 -1.536 -0.214 -0.650
O -1.4109 -0.2503 2.8884 2.911 -0.853 -4.828 -0.549
O 0.6064 -0.8917 1.8517 -1.298 2.326 -1.708 -0.726



109
Properties=species:S:1:pos:R:3:forces:R:3:lowdin_charge:R:1 method="wB97M-V/def2-TZVPD" charge=0 orbital_gap_ev=8.3590 multiplicity=1
K 0.8570 -1.1905 0.6095 0.073 0.400 0.855 0.582
N -2.1649 0.0592 2.6169 0.236 -0.143 0.008 0.125
C -1.2150 0.7450 3.3903 0.062 -0.123 -0.082 -0.317
C -1.6693 1.7371 4.2655 -0.095 0.041 0.059 -0.018
C -0.7504 2.4220 5.0348 -0.129 0.054 -0.041 -0.073
C 0.5940 2.1058 4.9182 0.129 0.025 -0.008 -0.067
C 0.9488 1.1240 4.0127 -0.204 -0.075 -0.093 -0.154
N 0.0757 0.4535 3.2483 0.048 0.202 -0.029 0.117
C -2.2522 -1.3323 2.4457 0.038 0.003 0.076 -0.307
C -3.4735 -1.8655 2.0110 -0.070 0.078 -0.042 -0.017
C -3.5940 -3.2362 1.9211 -0.038 0.059 0.027 -0.083
C -2.5046 -4.0407 2.2352 0.043 -0.050 0.044 -0.077
C -1.3308 -3.4157 2.6096 0.038 0.133 -0.005 -0.132
N -1.2013 -2.0861 2.7274 -0.034 -0.141 -0.129 0.120
H -3.0615 0.5112 2.5899 -0.078 0.052 0.009 0.125
H -2.7326 1.9337 4.3543 0.071 0.003 0.004 0.110
H -1.0815 3.1878 5.7258 -0.005 -0.024 -0.013 0.109
H 1.3510 2.6130 5.5036 -0.051 -0.050 -0.048 0.106
H 1.9884 0.8547 3.8893 0.094 -0.059 -0.078 0.071
H -4.3015 -1.2072 1.7672 0.045 -0.064 0.013 0.109
H -4.5324 -3.6779 1.6057 0.028 0.023 0.000 0.109
H -2.5527 -5.1200 2.1588 0.014 0.096 0.009 0.111
H -0.4354 -3.9958 2.8099 -0.060 0.066 0.004 0.108
Cl 3.5067 -0.2730 1.6392 0.313 0.097 0.255 0.639
C 4.6336 0.5776 0.6175 0.131 0.087 -0.100 -0.618
C 5.9865 0.3608 0.8260 -0.050 -0.069 0.078 -0.099
C 6.9074 1.0264 0.0337 -0.002 0.016 -0.023 -0.074
C 6.4680 1.8979 -0.9528 0.020 0.012 -0.015 -0.072
C 5.1098 2.1004 -1.1462 0.019 0.015 0.008 -0.083
C 4.1592 1.4462 -0.3620 -0.034 -0.032 -0.007 -0.379
P 2.3427 1.6246 -0.5978 0.055 0.158 -0.008 1.083
C 2.2974 2.4453 -2.2344 -0.045 -0.011 -0.062 -0.393
C 1.8849 3.7592 -2.4378 -0.016 0.024 -0.016 -0.080
C 1.7999 4.2767 -3.7272 0.007 -0.020 0.004 -0.080
C 2.1351 3.4901 -4.8203 -0.008 0.017 0.022 -0.086
C 2.5476 2.1765 -4.6263 0.005 -0.029 0.064 -0.080
C 2.6151 1.6545 -3.3431 -0.003 0.053 -0.022 -0.113
C 1.9555 3.0201 0.5324 0.046 0.089 0.044 -0.368
C 2.8920 3.9792 0.9239 -0.092 -0.074 0.005 -0.077
C 2.5122 5.0533 1.7186 0.048 -0.014 -0.038 -0.077
C 1.1879 5.1948 2.1124 -0.008 0.061 0.035 -0.086
C 0.2479 4.2494 1.7294 0.047 -0.103 0.037 -0.083
C 0.6334 3.1572 0.9620 0.080 0.008 -0.032 -0.107
H 6.3053 -0.3297 1.5975 -0.021 0.049 -0.050 0.108
H 7.9661 0.8573 0.1859 -0.036 0.006 -0.005 0.108
H 7.1839 2.4193 -1.5770 -0.038 -0.024 0.028 0.107
H 4.7752 2.7742 -1.9252 0.008 -0.007 0.013 0.107
H 1.6253 4.3829 -1.5891 0.011 -0.024 -0.065 0.101
H 1.4743 5.3007 -3.8749 0.021 -0.060 0.016 0.102
H 2.0689 3.8954 -5.8239 0.002 -0.022 0.061 0.104
H 2.7964 1.5515 -5.4762 -0.014 0.032 0.054 0.108
H 2.9118 0.6197 -3.1947 -0.014 0.051 -0.027 0.118
H 3.9224 3.8852 0.6017 -0.012 0.017 0.025 0.103
H 3.2500 5.7890 2.0193 -0.040 -0.051 -0.016 0.104
H 0.8912 6.0422 2.7221 0.021 -0.074 -0.051 0.103
H -0.7830 4.3514 2.0437 -0.013 -0.021 0.006 0.103
H -0.0977 2.4058 0.6850 0.008 0.008 0.041 0.069
Br 2.4043 -5.5450 6.1295 -0.011 0.036 -0.011 0.713
C 1.0341 -4.2491 6.2638 -0.016 0.098 -0.049 -0.741
C -0.0048 -4.5007 7.1512 -0.017 -0.003 0.013 -0.140
C -1.0394 -3.5884 7.2855 0.003 -0.021 -0.003 -0.083
C -1.0392 -2.4239 6.5310 -0.035 0.008 0.022 -0.078
C -0.0044 -2.1709 5.6458 0.007 0.049 0.017 -0.167
C 1.0402 -3.0785 5.5088 -0.019 -0.070 0.007 -0.735
I 2.5404 -2.6164 4.1372 -0.034 -0.063 0.034 0.967
H 0.0056 -5.4153 7.7303 -0.004 0.048 -0.027 0.097
H -1.8464 -3.7936 7.9784 0.036 0.004 -0.027 0.105
H -1.8498 -1.7100 6.6245 0.051 -0.035 -0.010 0.106
H -0.0100 -1.2782 5.0334 0.006 -0.099 0.073 0.059
O 1.4886 -2.6370 -1.4696 -0.197 -0.207 0.040 -0.092
C 0.5701 -3.3142 -0.9408 0.031 -0.263 -0.344 -0.711
O 0.4639 -3.6301 0.2667 -0.091 -0.212 -0.313 -0.111
C -0.6040 -3.6680 -1.8529 -0.089 -0.035 0.216 -0.100
C -1.8846 -3.7572 -1.3154 0.043 -0.004 0.046 0.002
C -2.9884 -3.9650 -2.1357 0.051 0.013 0.064 -0.061
C -2.8185 -4.1157 -3.5024 -0.016 -0.030 -0.079 -0.008
C -1.5329 -4.0513 -4.0165 -0.092 0.019 0.070 -0.138
C -0.4297 -3.8213 -3.2184 0.216 0.049 -0.090 0.048
N -1.3420 -4.2061 -5.4695 0.113 0.030 -0.107 -0.349
O -0.2123 -4.1134 -5.9106 0.033 0.028 0.102 0.065
O -2.3212 -4.4117 -6.1588 -0.141 -0.013 0.061 0.067
H -1.9944 -3.6511 -0.2399 0.009 -0.008 -0.190 0.093
H -3.9838 -4.0166 -1.7076 0.051 0.000 -0.035 0.103
H -3.6511 -4.2854 -4.1673 -0.024 -0.004 -0.022 0.114
H 0.5606 -3.7511 -3.6457 -0.029 0.020 -0.001 0.128
O -0.8252 -0.0130 -0.7566 -0.159 0.134 -0.241 -0.620
S -1.0491 1.1817 -1.6232 -0.296 0.036 -0.176 0.981
C -2.8285 1.3118 -1.7938 0.006 0.040 0.041 -0.377
C -3.5749 0.1450 -1.8917 0.000 -0.070 -0.008 -0.055
C -4.9532 0.2396 -1.9940 0.015 0.012 0.006 -0.065
C -5.5701 1.4894 -1.9963 0.023 -0.001 0.001 -0.079
C -4.8124 2.6474 -1.8880 -0.038 -0.027 -0.004 -0.079
C -3.4283 2.5604 -1.7776 0.049 0.033 0.000 -0.089
C -0.6943 0.6942 -3.3152 0.107 -0.009 -0.052 -0.353
C -1.1425 1.4800 -4.3733 -0.010 0.025 0.080 -0.075
C -0.8013 1.1274 -5.6675 0.043 -0.045 0.001 -0.076
C -0.0091 0.0054 -5.8964 0.008 -0.025 0.028 -0.074
C 0.4501 -0.7536 -4.8301 -0.079 0.002 -0.046 -0.065
C 0.1129 -0.4116 -3.5239 0.015 -0.069 0.128 -0.067
H -3.0685 -0.8168 -1.8807 -0.059 0.066 -0.001 0.112
H -5.5499 -0.6614 -2.0789 0.027 0.050 0.004 0.107
H -6.6488 1.5564 -2.0802 0.061 0.002 0.004 0.105
H -5.2968 3.6168 -1.8826 0.029 -0.052 0.001 0.105
H -2.8194 3.4550 -1.6780 -0.059 -0.079 -0.007 0.111
H -1.7646 2.3502 -4.1904 0.033 -0.045 -0.010 0.111
H -1.1561 1.7232 -6.4997 0.005 -0.015 0.029 0.106
H 0.2498 -0.2785 -6.9102 -0.018 0.021 0.049 0.109
H 1.0696 -1.6228 -5.0121 -0.017 -0.011 0.023 0.110
H 0.4853 -1.0019 -2.6872 -0.069 0.017 -0.101 0.090



Energy relative to the best compared isomer or geometry (same formula, charge and spin) for the records above, in order: 11.1589, 0.3593 eV
F_max for the records above, in order: 10.62, 0.95 eV Å⁻¹
HOMO for the records above, in order: -7.87, -8.30 eV